A 19-piece molecular cluster, C76H209N19O19 overall, computed with ωB97M-V with the def2-TZVPD basis set.

Output
HOMO-LUMO gap in eV: 9.0
Multiplicity: 1
Net charge: 0
LUMO in eV: 0.21
HOMO energy in Eh: -0.3216
E in hartree: -5490.3831

Last columns: bonded neighbours and bond lengths (Å).
Cartesian coordinates (Å):
1 H -3.74816 0.95635 2.31164  C136 1.090
2 H 5.81663 -4.03777 7.76911  C239 1.090
3 H 6.91224 -0.79595 -3.14579  C255 1.090
4 C -4.40439 -5.26197 -3.18430  H8 1.090, H113 1.090, C171 1.586, O192 1.429
5 C 4.98041 4.16748 -0.75594  H41 1.090, H166 1.090, C226 1.548, H284 1.090
6 O -4.41077 -2.26623 4.23870  C72 1.413, C299 1.401
7 C 5.37259 -5.87067 5.64125  C58 1.529, O97 1.439, H103 1.090, H152 1.090
8 H -5.47739 -5.08115 -3.24813  C4 1.090
9 H -2.33379 4.43219 0.47947  C261 1.090
10 H -5.56391 4.82422 6.01019  C311 1.090
11 H -6.49076 -2.58169 3.98221  N105 1.010
12 H 6.06795 4.11149 1.11754  C226 1.090
13 C -3.22093 -0.19395 -4.32846  H182 1.090, H235 1.090, O277 1.441, H278 1.090
14 H -0.36650 -3.79861 7.48623  C98 1.090
15 H -4.34905 -4.82263 0.30891  C26 1.090
16 H -5.57740 2.68454 -4.44279  C318 1.090
17 H -2.14230 1.37480 2.85083  C136 1.090
18 C 1.09276 0.34160 -0.01471  H140 1.090, O176 1.424, H194 1.090, C293 1.546
19 H 1.45130 3.53046 5.50377  C304 1.090
20 C 7.09680 -1.90207 3.54993  O223 1.410, H240 1.090, C266 1.539, H313 1.090
21 H 0.04443 3.68205 9.54801  N199 1.010
22 H -0.78744 6.24508 -8.75215  N275 1.010
23 C -0.83644 -4.21352 2.23435  H37 1.090, O52 1.421, H100 1.090, H300 1.090
24 C 2.04500 3.95114 2.21323  H107 1.090, H108 1.090, O137 1.430, H243 1.090
25 C 5.86280 1.06075 -3.11552  N27 1.445, C205 1.529, C255 1.496, H274 1.090
26 C -4.64740 -4.57027 -0.70863  H15 1.090, C171 1.518, H251 1.090, H295 1.090
27 N 5.12999 0.68950 -1.92650  C25 1.445, H74 1.010, H280 1.010
28 H -4.15303 -1.11152 0.72163  C303 1.090
29 H -2.95796 -1.85707 -2.25517  C71 1.090
30 H 0.69643 5.05653 -4.12806  C93 1.090
31 C 7.74785 -0.73114 1.37920  H39 1.090, H217 1.090, C266 1.516, H317 1.090
32 H -1.51466 2.75696 7.48910  C263 1.090
33 H 1.40332 -0.20252 -7.05827  C148 1.090
34 H -4.60605 5.09241 -8.63462  C42 1.090
35 H 7.17199 2.57582 0.03301  N265 1.010
36 H 3.68525 1.33525 8.36948  C66 1.090
37 H 0.03843 -4.62609 1.73189  C23 1.090
38 H 7.80623 0.51926 -3.90758  C255 1.090
39 H 8.74354 -0.59663 1.80183  C31 1.090
40 C 3.10442 1.62314 -5.41007  O54 1.460, H60 1.090, H68 1.090, H206 1.090
41 H 4.09960 3.66275 -1.15288  C5 1.090
42 C -4.08091 4.16829 -8.39308  H34 1.090, H115 1.090, H116 1.090, C131 1.513
43 H -7.39926 5.36283 4.01601  N158 1.010
44 O -3.61974 2.82947 3.24761  C86 1.423, C136 1.466
45 H -0.73546 6.27432 3.20207  C170 1.090
46 C -6.41111 2.51981 -1.80423  O55 1.413, H119 1.090, H123 1.090, H321 1.090
47 N 5.08775 -0.99560 7.43805  H202 1.010, H208 1.010, C268 1.450
48 H 2.32167 -2.30890 -1.41395  C320 1.090
49 H -2.86605 -1.38990 3.25888  C299 1.090
50 H 4.09093 -6.61964 7.26402  C58 1.090
51 H -1.08983 1.94679 -4.83366  C168 1.090
52 O -0.77118 -4.17319 3.65283  C23 1.421, C70 1.396
53 H -0.75568 3.30036 -8.11323  C216 1.090
54 O 4.09576 1.80738 -4.35379  C40 1.460, C205 1.381
55 O -6.63594 3.49283 -2.80337  C46 1.413, C318 1.460
56 H 0.14580 -1.73144 -2.48769  C272 1.090
57 H 8.34731 -3.43465 5.10753  C99 1.090
58 C 4.99154 -6.02434 7.11356  C7 1.529, H50 1.090, N118 1.446, C239 1.547
59 H -3.88474 -7.16213 -5.83334  C279 1.090
60 H 3.56701 1.15045 -6.27648  C40 1.090
61 H 3.75343 2.22641 0.87693  C270 1.090
62 O 4.29263 -0.39553 4.77125  C147 1.446, C236 1.365
63 H 5.91298 -6.84811 8.75184  N118 1.010
64 H -3.43091 -3.93470 3.43605  C72 1.090
65 H 7.69840 -2.25809 6.26725  C99 1.090
66 C 3.19899 0.36566 8.26202  H36 1.090, H112 1.090, H211 1.090, C268 1.552
67 H 0.51795 -5.10022 5.65310  C276 1.090
68 H 2.66470 2.49993 -5.88544  C40 1.090
69 C -6.33833 5.27436 -5.17700  H144 1.090, H197 1.090, C210 1.470, H306 1.090
70 C 0.37806 -3.58637 4.18642  O52 1.396, H173 1.090, H234 1.090, C276 1.543
71 C -2.04863 -1.36468 -2.59980  H29 1.090, H183 1.090, C272 1.586, O277 1.406
72 C -4.36025 -3.37033 3.35914  O6 1.413, H64 1.090, H145 1.090, C162 1.598
73 H 5.52050 -4.33640 3.47674  C179 1.090
74 H 5.57764 1.24906 -1.21473  N27 1.010
75 H 3.77128 -1.58038 3.04338  C147 1.090
76 N -8.27902 -2.70143 1.19979  C78 1.445, H159 1.010, H294 1.010
77 H 4.57832 -0.25344 -4.19674  C205 1.090
78 C -7.37716 -1.81109 0.50630  N76 1.445, C85 1.526, H187 1.090, C285 1.525
79 H 0.23146 -4.04794 -3.33537  C230 1.090
80 O 2.75005 -1.64563 -7.35087  C148 1.449, C302 1.447
81 H 6.13452 -7.68010 7.40701  N118 1.010
82 H 2.36410 7.71094 -7.84842  C248 1.090
83 H 1.61414 -6.24266 0.43577  C245 1.090
84 N 0.51947 4.24426 -1.19170  H102 1.010, H262 1.010, C319 1.456
85 C -8.28159 -1.14797 -0.52867  C78 1.526, H121 1.090, H157 1.090, H312 1.090
86 C -4.90977 3.25496 2.82412  O44 1.423, C124 1.582, H200 1.090, H249 1.090
87 H 0.77103 -1.43970 2.08551  C177 1.090
88 H -8.62466 4.44485 -4.05248  N135 1.010
89 H -2.68225 2.14607 1.43331  C136 1.090
90 H -6.52107 -6.13478 2.99407  C314 1.090
91 H 0.68938 1.55339 -9.14010  C189 1.090
92 H 2.42254 -1.22735 4.11639  C147 1.090
93 C 1.73974 5.15446 -4.42804  H30 1.090, H156 1.090, H213 1.090, O253 1.395
94 C 1.48413 1.31412 -2.12049  H109 1.090, H122 1.090, O176 1.386, H307 1.090
95 H 3.75905 -2.29058 4.63700  C147 1.090
96 H 6.27715 1.71858 0.99873  N265 1.010
97 O 4.30187 -5.17096 4.98186  C7 1.439, C179 1.398
98 C -0.47393 -3.36516 6.49190  H14 1.090, H215 1.090, C276 1.449, H310 1.090
99 C 8.35122 -2.38568 5.40374  H57 1.090, H65 1.090, H114 1.090, O223 1.416
100 H -1.01140 -3.23388 1.78959  C23 1.090
101 H -2.42060 -2.09286 4.75476  C299 1.090
102 H 0.57019 3.24243 -1.07393  N84 1.010
103 H 6.33190 -5.35318 5.64481  C7 1.090
104 H 2.78005 0.66611 5.57335  C236 1.090
105 N -6.75480 -3.53070 3.75909  H11 1.010, C162 1.419, H296 1.010
106 H -2.50377 -6.06661 -0.52473  N322 1.010
107 H 1.40093 4.82651 2.29693  C24 1.090
108 H 2.12619 3.52328 3.21246  C24 1.090
109 H 0.86943 1.54769 -2.98979  C94 1.090
110 H -0.24353 -0.38190 3.15209  C177 1.090
111 H 1.89812 -1.73990 -5.47592  C302 1.090
112 H 2.11480 0.45954 8.20044  C66 1.090
113 H -3.83916 -4.34839 -3.36860  C4 1.090
114 H 9.35099 -2.14716 5.76659  C99 1.090
115 H -4.27543 3.53190 -9.25636  C42 1.090
116 H -4.44136 3.77817 -7.44125  C42 1.090
117 H 2.98549 -6.76879 -0.64188  C245 1.090
118 N 6.07067 -6.73615 7.76054  C58 1.446, H63 1.010, H81 1.010
119 H -7.05976 1.68003 -2.05348  C46 1.090
120 H 0.44651 6.84742 -6.00896  C246 1.090
121 H -7.65190 -0.52412 -1.16302  C85 1.090
122 H 2.18126 2.11800 -1.88407  C94 1.090
123 H -6.70862 3.00219 -0.87317  C46 1.090
124 C -5.49736 4.35302 3.80001  C86 1.582, N158 1.470, C311 1.523, H315 1.090
125 H 1.74922 1.55764 -10.52571  C189 1.090
126 C 2.28777 0.06260 -9.01598  C148 1.544, H164 1.090, C189 1.532, N232 1.490
127 H -2.03415 2.28888 -8.69916  C216 1.090
128 C 2.84778 -4.03376 -0.33515  H203 1.090, H204 1.090, O288 1.393, C320 1.494
129 H 1.72924 -4.03940 7.13838  N282 1.010
130 H 5.73164 -1.22920 2.02126  C266 1.090
131 C -2.58093 4.36153 -8.33956  C42 1.513, C216 1.526, H237 1.090, N267 1.439
132 H -1.28823 -0.20763 9.07844  C241 1.090
133 H -1.42069 3.74591 -2.99686  C290 1.090
134 H -3.40057 -5.49735 -5.76277  C279 1.090
135 N -8.50348 4.18494 -5.02091  H88 1.010, H161 1.010, C210 1.428
136 C -3.04414 1.78424 2.39571  H1 1.090, H17 1.090, O44 1.466, H89 1.090
137 O 3.31512 4.22578 1.61521  C24 1.430, C270 1.468
138 H 4.05056 -4.11284 7.66654  C239 1.090
139 C 1.08289 6.04661 -7.88288  H165 1.090, C246 1.483, C248 1.469, N275 1.490
140 H 1.89222 0.93201 0.43291  C18 1.090
141 H 2.54306 -4.27935 5.78558  N282 1.010
142 H -0.15555 1.29902 1.42089  C293 1.090
143 H -7.44516 -0.20958 1.96428  C285 1.090
144 H -6.50188 5.83809 -4.25854  C69 1.090
145 H -4.40616 -3.11950 2.29938  C72 1.090
146 H -2.35342 1.07025 9.49422  C241 1.090
147 C 3.49989 -1.38921 4.08160  O62 1.446, H75 1.090, H92 1.090, H95 1.090
148 C 1.69074 -0.82685 -7.90426  H33 1.090, O80 1.449, C126 1.544, H150 1.090
149 H 7.75803 0.50964 -2.22824  C255 1.090
150 H 0.85569 -1.40526 -8.29952  C148 1.090
151 H -3.42636 -0.61198 4.83757  C299 1.090
152 H 5.44172 -6.86502 5.20014  C7 1.090
153 H -0.07532 2.84347 -5.99238  C168 1.090
154 H 4.11628 -1.03530 -0.73671  N256 1.010
155 N -1.15900 -0.42895 0.73010  H198 1.010, H244 1.010, C293 1.457
156 H 2.15333 6.05519 -3.97447  C93 1.090
157 H -8.74050 -1.88376 -1.18906  C85 1.090
158 N -6.94528 4.54622 3.63240  H43 1.010, C124 1.470, H247 1.010
159 H -7.79030 -2.99772 2.03254  N76 1.010
160 H 3.73201 -3.62218 -2.91383  C250 1.090
161 H -8.86122 3.26080 -4.82573  N135 1.010
162 C -5.59695 -4.34299 3.64124  C72 1.598, N105 1.419, H305 1.090, C314 1.481
163 H -6.99018 3.57276 -6.14752  C210 1.090
164 H 3.06422 0.62900 -8.50178  C126 1.090
165 H 1.17240 5.04940 -8.31376  C139 1.090
166 H 4.73664 5.19720 -0.49451  C5 1.090
167 H -1.09281 5.65844 -1.21443  C319 1.090
168 C -0.89547 2.13287 -5.88992  H51 1.090, H153 1.090, O184 1.426, H219 1.090
169 N 6.44185 0.37318 3.05117  H172 1.010, H257 1.010, C266 1.443
170 C -1.28659 5.46409 2.72468  H45 1.090, O181 1.406, H196 1.090, H225 1.090
171 C -4.10662 -5.61619 -1.66692  C4 1.586, C26 1.518, H224 1.090, N322 1.480
172 H 5.74160 0.24231 3.76715  N169 1.010
173 H 0.35644 -2.49908 4.11279  C70 1.090
174 H -0.14899 2.97001 5.22617  C304 1.090
175 H -0.87966 3.47803 0.87233  C261 1.090
176 O 0.55749 1.06147 -1.12072  C18 1.424, C94 1.386
177 C 0.51132 -0.41910 2.36665  H87 1.090, H110 1.090, H291 1.090, C293 1.488
178 H -1.53370 -4.08581 -3.33273  C230 1.090
179 C 4.61175 -4.91493 3.64278  H73 1.090, O97 1.398, H220 1.090, H271 1.090
180 H -0.62463 -2.93855 -4.39673  C230 1.090
181 O -0.81478 5.48646 1.40021  C170 1.406, C261 1.429
182 H -4.20078 -0.67115 -4.34502  C13 1.090
183 H -1.97088 -0.46060 -1.99591  C71 1.090
184 O -1.95979 2.71998 -6.63631  C168 1.426, C216 1.410
185 H 5.07861 -3.57982 -2.09024  C250 1.090
186 H -2.76226 3.82678 -1.85014  C290 1.090
187 H -6.63672 -2.44382 0.01690  C78 1.090
188 H 2.80536 6.58926 -9.18383  C248 1.090
189 C 1.27175 0.90505 -9.79478  H91 1.090, H125 1.090, C126 1.532, H190 1.090
190 H 0.51624 0.37721 -10.37673  C189 1.090
191 O -5.81942 0.10389 0.67053  C285 1.457, C303 1.425
192 O -4.01248 -6.39225 -3.96595  C4 1.429, C279 1.398
193 H 3.09344 -3.08016 -5.87919  C302 1.090
194 H 1.54315 -0.60297 -0.31974  C18 1.090
195 H -4.16864 4.04203 5.40975  C311 1.090
196 H -1.03430 4.66589 3.42276  C170 1.090
197 H -6.63439 5.93239 -5.99395  C69 1.090
198 H -1.36311 0.06860 -0.12481  N155 1.010
199 N -0.62722 3.02932 9.92609  H21 1.010, C283 1.484, H287 1.010
200 H -5.57521 2.39548 2.74299  C86 1.090
201 H -1.40320 2.64142 -1.78776  C290 1.090
202 H 5.43192 -1.46687 6.61369  N47 1.010
203 H 3.74695 -4.50728 0.05903  C128 1.090
204 H 2.24615 -3.74807 0.52771  C128 1.090
205 C 4.98374 0.74984 -4.32774  C25 1.529, O54 1.381, H77 1.090, H309 1.090
206 H 2.34028 0.95837 -5.00723  C40 1.090
207 H -1.12200 0.48728 10.67858  C241 1.090
208 H 4.93770 -1.80806 8.01899  N47 1.010
209 H -2.23281 4.20914 -10.32961  N267 1.010
210 C -7.09263 4.01311 -5.15571  C69 1.470, N135 1.428, H163 1.090, C318 1.515
211 H 3.33145 -0.15565 9.21008  C66 1.090
212 H 2.49707 -1.57767 -10.08783  N232 1.010
213 H 2.25419 4.27324 -4.04475  C93 1.090
214 H -7.30755 2.19584 -4.41514  C318 1.090
215 H -1.48785 -3.48205 6.10927  C98 1.090
216 C -1.81763 3.08783 -7.98999  H53 1.090, H127 1.090, C131 1.526, O184 1.410
217 H 7.62511 0.20857 0.84068  C31 1.090
218 H 4.23535 1.24237 6.11077  C236 1.090
219 H -0.68479 1.19228 -6.39884  C168 1.090
220 H 4.66274 -5.86511 3.11111  C179 1.090
221 H 1.49544 -3.08194 -6.58226  C302 1.090
222 H -4.97593 -1.13774 -0.82015  C303 1.090
223 O 8.11786 -1.42000 4.39498  C20 1.410, C99 1.416
224 H -4.64492 -6.52717 -1.40532  C171 1.090
225 H -2.34928 5.70133 2.77475  C170 1.090
226 C 5.42907 3.44563 0.53740  C5 1.548, H12 1.090, N265 1.466, C270 1.555
227 H 3.93258 -0.80999 -9.90651  N232 1.010
228 H -1.66474 -3.51512 -1.03197  N273 1.010
229 H 0.14420 7.09480 -9.54022  N275 1.010
230 C -0.66483 -3.43442 -3.42688  H79 1.090, H178 1.090, H180 1.090, C272 1.547
231 H 3.15400 6.22599 -7.56681  C248 1.090
232 N 2.95498 -0.67814 -10.12334  C126 1.490, H212 1.010, H227 1.010
233 H -4.16800 0.36130 -0.40353  C303 1.090
234 H 1.21731 -3.97988 3.61290  C70 1.090
235 H -3.28564 0.78416 -3.85179  C13 1.090
236 C 3.77351 0.29656 5.82745  O62 1.365, H104 1.090, H218 1.090, C268 1.525
237 H -2.47718 5.06764 -7.51570  C131 1.090
238 H 4.56501 2.74957 2.38171  C270 1.090
239 C 4.94961 -4.68723 7.88986  H2 1.090, C58 1.547, H138 1.090, H292 1.090
240 H 6.26702 -2.15067 4.21157  C20 1.090
241 C -1.32818 0.72827 9.63574  H132 1.090, H146 1.090, H207 1.090, C283 1.529
242 H 0.25419 4.40424 6.25803  C304 1.090
243 H 1.51284 3.25327 1.56679  C24 1.090
244 H -0.80811 -1.28994 0.33555  N155 1.010
245 C 2.02930 -6.25021 -0.57203  H83 1.090, H117 1.090, O288 1.434, H316 1.090
246 C 0.83859 5.91959 -6.42551  H120 1.090, C139 1.483, O253 1.405, H301 1.090
247 H -7.01769 4.62499 2.62808  N158 1.010
248 C 2.37653 6.67439 -8.18535  H82 1.090, C139 1.469, H188 1.090, H231 1.090
249 H -4.90485 3.67863 1.81984  C86 1.090
250 C 4.19810 -2.94624 -2.19692  H160 1.090, H185 1.090, C320 1.465, H323 1.090
251 H -5.73597 -4.54473 -0.75827  C26 1.090
252 H -2.31269 -6.47824 -1.97803  N322 1.010
253 O 1.97407 5.40188 -5.78030  C93 1.395, C246 1.405
254 O 0.61250 2.57086 7.14815  C263 1.409, C304 1.399
255 C 7.13228 0.27005 -3.08796  H3 1.090, C25 1.496, H38 1.090, H149 1.090
256 N 3.87171 -1.86176 -0.21017  H154 1.010, H258 1.010, C320 1.447
257 H 7.27828 0.69743 3.51523  N169 1.010
258 H 4.77279 -2.18320 0.11359  N256 1.010
259 H -6.25243 -4.99463 1.67247  C314 1.090
260 H -5.10152 -5.81984 -5.58213  C279 1.090
261 C -1.24472 4.44379 0.52284  H9 1.090, H175 1.090, O181 1.429, C319 1.581
262 H 0.98152 4.66464 -0.39805  N84 1.010
263 C -0.62785 2.14850 7.66640  H32 1.090, O254 1.409, H281 1.090, C283 1.486
264 H -0.25073 -3.75715 -1.24063  N273 1.010
265 N 6.21715 2.26991 0.15461  H35 1.010, H96 1.010, C226 1.466
266 C 6.68487 -0.91354 2.44530  C20 1.539, C31 1.516, H130 1.090, N169 1.443
267 N -2.17502 4.91133 -9.60594  C131 1.439, H209 1.010, H289 1.010
268 C 3.75698 -0.51896 7.11603  N47 1.450, C66 1.552, C236 1.525, H286 1.090
269 H 0.59346 1.39605 9.22751  C283 1.090
270 C 4.19569 3.06966 1.40743  H61 1.090, O137 1.468, C226 1.555, H238 1.090
271 H 3.83876 -4.29268 3.19181  C179 1.090
272 C -0.78156 -2.29529 -2.38679  H56 1.090, C71 1.586, C230 1.547, N273 1.426
273 N -0.83640 -2.94357 -1.11745  H228 1.010, H264 1.010, C272 1.426
274 H 6.12404 2.10715 -2.95778  C25 1.090
275 N 0.01883 6.82687 -8.57452  H22 1.010, C139 1.490, H229 1.010
276 C 0.52427 -4.01028 5.66287  H67 1.090, C70 1.543, C98 1.449, N282 1.429
277 O -2.18286 -1.13013 -3.97938  C13 1.441, C71 1.406
278 H -3.05105 0.15601 -5.34668  C13 1.090
279 C -4.11171 -6.21235 -5.34908  H59 1.090, H134 1.090, O192 1.398, H260 1.090
280 H 4.21729 1.12178 -1.94082  N27 1.010
281 H -0.92075 1.30244 7.04472  C263 1.090
282 N 1.81685 -3.70513 6.18933  H129 1.010, H141 1.010, C276 1.429
283 C -0.40245 1.81951 9.09738  N199 1.484, C241 1.529, C263 1.486, H269 1.090
284 H 5.74708 4.22880 -1.52830  C5 1.090
285 C -6.70306 -0.78625 1.41216  C78 1.525, H143 1.090, O191 1.457, H308 1.090
286 H 3.16718 -1.41941 6.94446  C268 1.090
287 H -0.22550 2.77416 10.81693  N199 1.010
288 O 2.12261 -4.92816 -1.11918  C128 1.393, C245 1.434
289 H -2.91487 5.56768 -9.81070  N267 1.010
290 C -1.68567 3.68291 -1.94144  H133 1.090, H186 1.090, H201 1.090, C319 1.545
291 H 1.40563 -0.05687 2.87372  C177 1.090
292 H 4.69007 -4.83872 8.93761  C239 1.090
293 C 0.05588 0.27016 1.12960  C18 1.546, H142 1.090, N155 1.457, C177 1.488
294 H -8.44971 -3.57210 0.71719  N76 1.010
295 H -4.32942 -3.55123 -0.92896  C26 1.090
296 H -7.25998 -3.81788 4.58517  N105 1.010
297 H -5.69128 3.14090 5.61050  C311 1.090
298 H -4.89543 -5.83658 2.32328  C314 1.090
299 C -3.22162 -1.52606 4.28021  O6 1.401, H49 1.090, H101 1.090, H151 1.090
300 H -1.57550 -4.93040 1.87660  C23 1.090
301 H -0.03236 5.26714 -6.36360  C246 1.090
302 C 2.29084 -2.42832 -6.22421  O80 1.447, H111 1.090, H193 1.090, H221 1.090
303 C -4.70341 -0.49134 0.01412  H28 1.090, O191 1.425, H222 1.090, H233 1.090
304 C 0.49727 3.37187 6.00652  H19 1.090, H174 1.090, H242 1.090, O254 1.399
305 H -5.39754 -4.93643 4.53352  C162 1.090
306 H -5.27208 5.09988 -5.32113  C69 1.090
307 H 2.04521 0.39998 -2.31450  C94 1.090
308 H -6.10517 -1.23114 2.20759  C285 1.090
309 H 5.58296 0.69851 -5.23680  C205 1.090
310 H -0.19004 -2.31793 6.59587  C98 1.090
311 C -5.24995 4.08041 5.27788  H10 1.090, C124 1.523, H195 1.090, H297 1.090
312 H -9.06090 -0.51403 -0.10570  C85 1.090
313 H 7.40621 -2.86468 3.14279  C20 1.090
314 C -5.84134 -5.37546 2.60739  H90 1.090, C162 1.481, H259 1.090, H298 1.090
315 H -5.05564 5.32284 3.57101  C124 1.090
316 H 1.33402 -6.87347 -1.13438  C245 1.090
317 H 7.68712 -1.53550 0.64612  C31 1.090
318 C -6.59052 2.97904 -4.16899  H16 1.090, O55 1.460, C210 1.515, H214 1.090
319 C -0.87777 4.61042 -1.00586  N84 1.456, H167 1.090, C261 1.581, C290 1.545
320 C 3.23688 -2.81066 -1.09976  H48 1.090, C128 1.494, C250 1.465, N256 1.447
321 H -5.35941 2.23693 -1.84922  C46 1.090
322 N -2.64396 -5.68422 -1.44897  H106 1.010, C171 1.480, H252 1.010
323 H 4.41761 -2.06855 -2.80486  C250 1.090